{"formula": "C20H30N4O", "method": "ωB97M-V/def2-TZVPD", "elements": ["C", "C", "C", "C", "C", "C", "C", "H", "H", "C", "N", "C", "C", "N", "C", "H", "C", "C", "H", "H", "C", "O", "H", "H", "H", "H", "H", "C", "C", "H", "H", "C", "N", "C", "C", "C", "N", "H", "H", "H", "H", "H", "H", "H", "H", "H", "H", "H", "H", "H", "H", "H", "H", "H", "H"], "xyz": [[5.7936, -2.9990, 0.3082], [4.5330, -2.5593, 0.9894], [3.3186, -3.1643, 0.6815], [2.1498, -2.7579, 1.2932], [2.1600, -1.7291, 2.2284], [3.3680, -1.1219, 2.5343], [4.5403, -1.5348, 1.9244], [5.4724, -1.0498, 2.1783], [3.3973, -0.3186, 3.2574], [0.8735, -1.2936, 2.8730], [-0.1063, -0.9029, 1.8735], [-1.4068, -0.6164, 2.4440], [-2.4337, -0.4298, 1.3275], [-1.9813, 0.6119, 0.4309], [-0.7156, 0.2238, -0.1584], [-0.7701, -0.7633, -0.6482], [0.3321, 0.1401, 0.9551], [0.5514, 1.5250, 1.5955], [-0.4196, 2.0040, 1.7394], [1.0282, 1.4023, 2.5691], [1.4468, 2.4376, 0.7574], [0.8663, 2.8599, -0.4531], [0.0181, 3.2747, -0.2553], [1.7260, 3.3160, 1.3610], [2.3633, 1.9130, 0.4743], [1.2792, -0.1983, 0.5206], [-0.4117, 0.9673, -0.8952], [-2.9717, 1.0900, -0.5051], [-3.5168, 0.0629, -1.5140], [-4.2016, -0.6273, -1.0192], [-2.6882, -0.5138, -1.9297], [-4.2535, 0.7654, -2.6591], [-3.3445, 1.5150, -3.4810], [-2.5766, 1.0493, -4.4860], [-1.8081, 2.1018, -4.9252], [-2.1845, 3.1725, -4.1046], [-3.1078, 2.8005, -3.2386], [-1.8250, 4.1820, -4.1129], [-1.0867, 2.1031, -5.7159], [-2.6356, 0.0313, -4.8155], [-4.9850, 1.4687, -2.2546], [-4.7675, 0.0300, -3.2851], [-3.8070, 1.4950, 0.0755], [-2.5205, 1.9176, -1.0600], [-2.5593, -1.3945, 0.8057], [-3.3939, -0.1374, 1.7600], [-1.3944, 0.2811, 3.0846], [-1.7042, -1.4675, 3.0639], [0.4443, -2.1413, 3.4205], [1.0751, -0.4968, 3.6110], [1.2102, -3.2279, 1.0449], [3.2951, -3.9641, -0.0453], [5.8594, -4.0853, 0.2852], [6.6697, -2.6042, 0.8164], [5.8059, -2.6426, -0.7222]], "mulliken_charge": [-1.433, 1.049, -0.717, -0.161, 0.582, -0.636, -0.796, 0.307, 0.346, -1.196, 0.147, -0.963, -0.669, 0.432, -2.160, 0.384, 0.213, -0.660, 0.294, 0.390, -0.944, -0.507, 0.348, 0.318, 0.393, 0.738, 0.834, -1.173, 0.014, 0.332, 0.296, -1.130, 0.800, -0.158, -0.726, -0.259, -0.960, 0.470, 0.410, 0.430, 0.346, 0.412, 0.356, 0.343, 0.368, 0.475, 0.279, 0.480, 0.485, 0.371, 0.420, 0.376, 0.372, 0.351, 0.284], "e_above_lowest_kcal_mol": 47.9, "smiles": "Cc1ccc(CN2CCN(CCCn3cccn3)C[C@H]2CCO)cc1", "e_homo_ev": -8.22}


{"formula": "C24H60F4KN2O20S4", "method": "ωB97M-V/def2-TZVPD", "elements": ["K", "N", "S", "O", "O", "F", "S", "O", "O", "F", "N", "S", "O", "O", "F", "S", "O", "O", "F", "C", "O", "C", "C", "O", "C", "H", "H", "H", "H", "H", "H", "H", "H", "H", "H", "C", "O", "C", "C", "O", "C", "H", "H", "H", "H", "H", "H", "H", "H", "H", "H", "C", "O", "C", "C", "O", "C", "H", "H", "H", "H", "H", "H", "H", "H", "H", "H", "C", "O", "C", "C", "O", "C", "H", "H", "H", "H", "H", "H", "H", "H", "H", "H", "C", "O", "C", "C", "O", "C", "H", "H", "H", "H", "H", "H", "H", "H", "H", "H", "C", "O", "C", "C", "O", "C", "H", "H", "H", "H", "H", "H", "H", "H", "H", "H"], "xyz": [[-6.0760, 0.2405, -10.4443], [-4.9924, 2.5249, -11.4606], [-3.5398, 2.2981, -11.9784], [-2.3758, 2.7801, -11.2700], [-3.4931, 2.1374, -13.4079], [-3.4366, 0.7408, -11.5551], [-4.9829, 4.1951, -11.6569], [-4.9285, 4.7114, -12.9932], [-4.1904, 4.9251, -10.7075], [-6.4828, 4.3459, -11.1461], [0.0099, 2.4981, -16.1700], [-1.3316, 3.4817, -16.2104], [-1.6775, 4.2562, -15.0519], [-2.3814, 2.9765, -17.0741], [-0.7442, 4.6158, -17.1883], [-0.2027, 1.8019, -14.7873], [-1.3048, 0.8745, -14.8113], [0.0496, 2.5250, -13.5753], [1.0358, 0.7424, -14.8746], [-9.9182, 6.5837, -9.0836], [-9.0715, 6.1444, -8.0606], [-7.7656, 5.8710, -8.5187], [-6.6910, 5.7926, -7.4377], [-6.8893, 6.7810, -6.4553], [-5.6914, 7.3085, -5.9620], [-9.8536, 7.6635, -9.2697], [-10.9527, 6.4638, -8.7474], [-9.7682, 6.0139, -10.0046], [-7.4348, 6.6626, -9.2009], [-7.7899, 4.8967, -9.0164], [-5.7183, 5.7220, -7.9287], [-6.8246, 4.7858, -7.0102], [-5.8251, 7.6433, -4.9275], [-5.1926, 8.0739, -6.5568], [-4.9427, 6.5292, -5.7412], [-2.0863, 9.2486, -15.0346], [-3.3721, 8.7159, -14.9329], [-3.4755, 7.2880, -15.1227], [-3.5681, 6.8603, -16.5607], [-2.5338, 7.4253, -17.3185], [-2.4266, 6.8516, -18.5870], [-2.1697, 10.3271, -14.8609], [-1.6150, 9.1820, -16.0194], [-1.3699, 8.8464, -14.3080], [-4.3611, 7.0685, -14.5304], [-2.5999, 6.8207, -14.6624], [-4.5552, 7.0340, -17.0234], [-3.5378, 5.7589, -16.5818], [-3.1702, 7.2289, -19.3038], [-2.6886, 5.7839, -18.5383], [-1.4267, 6.8494, -19.0148], [-10.0156, 10.3769, -9.3659], [-9.2407, 9.9896, -10.4780], [-10.0354, 9.7698, -11.6388], [-9.1100, 9.3113, -12.7437], [-8.3599, 8.1991, -12.3223], [-7.4676, 7.7379, -13.3167], [-9.5523, 10.0787, -8.4266], [-11.0230, 9.9544, -9.4263], [-10.0914, 11.4702, -9.3352], [-10.5421, 10.6859, -11.9622], [-10.7842, 9.0267, -11.3498], [-8.4721, 10.1226, -13.1089], [-9.7391, 8.9548, -13.5725], [-6.6615, 8.4862, -13.3830], [-7.8551, 7.6927, -14.3410], [-7.0326, 6.8092, -12.9582], [-1.2506, -3.3248, -8.9994], [-0.7961, -2.1515, -9.6392], [-1.4472, -0.9623, -9.2269], [-0.5054, -0.1243, -8.3867], [-0.6143, -0.5565, -7.0300], [0.4926, -0.1719, -6.2342], [-2.2632, -3.6253, -9.2782], [-1.1209, -3.2019, -7.9210], [-0.6241, -4.1333, -9.3852], [-2.3502, -1.1232, -8.6227], [-1.7963, -0.3916, -10.0909], [-0.7606, 0.9357, -8.4587], [0.4992, -0.3145, -8.7712], [0.1923, -0.4194, -5.2155], [0.6399, 0.9065, -6.3240], [1.4012, -0.7381, -6.4530], [-5.2296, -2.8697, -12.9236], [-5.1035, -2.0378, -11.7775], [-4.3629, -2.6301, -10.7136], [-5.0566, -3.6110, -9.7952], [-6.1494, -2.8896, -9.2386], [-7.2453, -3.7327, -8.8587], [-5.8356, -2.3483, -13.6643], [-5.8650, -3.7119, -12.6266], [-4.2617, -3.1169, -13.3569], [-3.9468, -1.7962, -10.1488], [-3.4939, -3.0747, -11.2095], [-4.4594, -4.0869, -9.0124], [-5.4412, -4.4718, -10.3619], [-6.7754, -4.4899, -8.2280], [-7.8046, -4.0314, -9.7428], [-7.9399, -3.2176, -8.1946], [-5.6424, 2.8193, -16.1366], [-6.9823, 2.4544, -15.8489], [-7.6179, 1.5618, -16.7193], [-9.1009, 1.5807, -16.3565], [-9.3277, 1.1595, -15.0383], [-10.7146, 1.1778, -14.7734], [-5.5596, 3.3741, -17.0798], [-4.9801, 1.9584, -16.2521], [-5.2847, 3.4463, -15.3255], [-7.2441, 0.5370, -16.6460], [-7.6111, 1.9284, -17.7537], [-9.5815, 0.9300, -17.1058], [-9.5283, 2.5654, -16.5813], [-10.9558, 0.7555, -13.7990], [-11.3288, 0.6570, -15.5154], [-11.0319, 2.2276, -14.7667]], "mulliken_charge": [0.983, -0.037, 1.012, -0.602, -0.409, -0.298, 0.700, -0.455, -0.614, -0.241, -0.543, 1.289, -0.429, -0.654, -0.317, 1.141, -0.551, -0.579, -0.353, -0.421, -0.450, -0.183, -0.551, -0.311, -0.800, 0.040, 0.294, 0.329, 0.287, 0.218, 0.463, 0.227, 0.301, 0.304, 0.316, -0.687, -0.432, -0.101, 0.216, -0.275, -0.764, 0.269, 0.234, 0.286, -0.005, 0.205, 0.279, -0.090, 0.314, 0.248, 0.289, -0.899, -0.315, -0.388, -0.676, -0.081, -0.750, 0.242, 0.386, 0.286, 0.354, 0.284, 0.352, 0.376, 0.381, 0.298, 0.073, -0.206, -0.405, -0.116, -0.749, -0.298, -0.781, -0.185, 0.267, 0.261, 0.234, 0.368, 0.434, 0.336, 0.240, 0.317, 0.292, -0.881, -0.157, -0.462, -0.449, -0.242, -0.835, 0.275, 0.320, 0.302, -0.176, 0.614, 0.424, 0.378, 0.327, 0.308, 0.246, -0.670, -0.141, -0.582, -0.633, -0.158, -0.818, 0.352, 0.385, -0.002, 0.316, 0.328, 0.391, 0.349, 0.230, 0.310, 0.330], "e_above_lowest_kcal_mol": 79.8, "total_charge": -1, "e_homo_ev": -6.03}


{"formula": "BrH3NOP", "method": "ωB97M-V/def2-TZVPD", "elements": ["N", "O", "P", "Br", "H", "H", "H"], "xyz": [[2.1193, -2.1595, -0.4646], [-0.8776, 0.6501, 0.8122], [2.5766, -1.1587, 0.6253], [3.2817, 0.8401, -0.1761], [2.3346, -2.1056, -1.5169], [-1.3870, 0.0652, 1.4345], [-0.0071, 1.0949, 0.9545]], "mulliken_charge": [-0.434, -0.654, 0.355, -0.202, 0.285, 0.332, 0.319], "e_above_lowest_kcal_mol": 39.5, "smiles": "[H]/N=P\\Br.O", "e_homo_ev": -10.43}


{"formula": "C26H28BClN6O2", "method": "ωB97M-V/def2-TZVPD", "elements": ["O", "N", "O", "C", "B", "Cl", "H", "H", "H", "N", "C", "C", "C", "C", "C", "H", "H", "H", "H", "H", "N", "C", "C", "C", "C", "C", "H", "H", "H", "H", "H", "N", "C", "C", "C", "C", "C", "H", "H", "H", "H", "H", "N", "C", "C", "C", "C", "C", "H", "H", "H", "H", "H", "N", "C", "C", "C", "C", "C", "H", "H", "H", "H", "H"], "xyz": [[-1.2539, -0.0892, 0.9305], [-1.9203, -0.7016, 0.1917], [-2.5078, 0.0862, -0.8166], [-3.3591, 1.1280, -0.3053], [-4.6407, 0.6200, 0.4622], [-5.6205, -0.6618, -0.2176], [-2.8201, 1.8364, 0.3191], [-3.6861, 1.6816, -1.1814], [-4.9816, 1.1195, 1.4811], [4.3892, -0.9214, 0.6847], [3.0798, -1.1658, 0.6833], [2.1099, -0.1762, 0.7296], [2.5235, 1.1450, 0.7809], [3.8813, 1.4193, 0.7828], [4.7701, 0.3558, 0.7332], [2.8000, -2.2133, 0.6449], [1.0630, -0.4339, 0.7254], [1.7976, 1.9475, 0.8189], [4.2482, 2.4358, 0.8226], [5.8392, 0.5273, 0.7283], [-5.3337, 0.6541, -3.4394], [-4.8226, -0.4345, -4.0084], [-4.6961, -0.5981, -5.3792], [-5.1268, 0.4255, -6.2063], [-5.6625, 1.5660, -5.6311], [-5.7414, 1.6295, -4.2489], [-4.4999, -1.2109, -3.3229], [-4.2706, -1.5050, -5.7856], [-5.0464, 0.3364, -7.2819], [-6.0121, 2.3888, -6.2391], [-6.1527, 2.5047, -3.7574], [7.6401, 1.4816, -0.7908], [8.6460, 0.6196, -0.9183], [9.5859, 0.6786, -1.9354], [9.4736, 1.6883, -2.8762], [8.4317, 2.5931, -2.7604], [7.5477, 2.4459, -1.7031], [8.6945, -0.1569, -0.1626], [10.3837, -0.0490, -1.9872], [10.1863, 1.7687, -3.6867], [8.3055, 3.3962, -3.4731], [6.7191, 3.1339, -1.5739], [-10.6640, -2.5040, -0.2484], [-11.0495, -3.1421, 0.8536], [-10.2088, -3.4101, 1.9230], [-8.8900, -2.9945, 1.8423], [-8.4688, -2.3297, 0.7025], [-9.3936, -2.1107, -0.3074], [-12.0886, -3.4524, 0.8742], [-10.5798, -3.9313, 2.7948], [-8.2009, -3.1852, 2.6552], [-7.4481, -1.9845, 0.5932], [-9.1075, -1.5910, -1.2158], [5.3128, 1.4112, 5.7762], [6.1305, 0.6020, 6.4451], [6.4560, -0.6799, 6.0294], [5.8979, -1.1513, 4.8522], [5.0433, -0.3245, 4.1430], [4.7872, 0.9417, 4.6467], [6.5431, 1.0089, 7.3620], [7.1294, -1.2914, 6.6143], [6.1253, -2.1464, 4.4921], [4.5866, -0.6521, 3.2213], [4.1265, 1.6220, 4.1200]], "mulliken_charge": [-0.306, 0.201, -0.164, -0.416, 0.252, -0.219, 0.287, 0.273, -0.049, -0.579, -0.391, -0.026, -0.295, -0.509, -0.389, 0.357, 0.359, 0.392, 0.432, 0.697, -0.204, -0.016, -0.682, -0.166, -0.459, -0.268, 0.360, 0.364, 0.364, 0.370, 0.352, -0.313, -0.041, -0.582, -0.143, -0.545, -0.150, 0.367, 0.352, 0.365, 0.350, 0.337, -0.547, -0.245, -0.303, -0.476, 0.252, -0.117, 0.342, 0.362, 0.377, 0.048, 0.394, -0.566, -0.278, -0.282, -0.527, 0.061, -0.240, 0.346, 0.362, 0.396, 0.315, 0.410], "smiles": "O=NOCBCl.c1ccncc1.c1ccncc1.c1ccncc1.c1ccncc1.c1ccncc1", "e_homo_ev": -9.36}


{"formula": "C34H47NO2SeW", "method": "ωB97M-V/def2-TZVPD", "elements": ["W", "C", "C", "C", "C", "C", "C", "C", "Se", "C", "C", "C", "C", "C", "C", "O", "C", "C", "C", "C", "C", "C", "C", "C", "C", "O", "C", "C", "C", "C", "C", "C", "H", "H", "H", "H", "H", "H", "H", "H", "H", "H", "H", "H", "H", "H", "H", "H", "H", "H", "H", "H", "H", "H", "H", "H", "H", "H", "H", "H", "H", "H", "H", "H", "H", "H", "H", "H", "H", "H", "H", "H", "N", "C", "C", "C", "C", "C", "C", "H", "H", "H", "H", "H", "H", "H"], "xyz": [[0.7793, -1.2613, 2.1331], [3.5079, 4.4195, -2.6992], [2.1418, 4.1128, -2.0882], [1.7512, 5.2677, -1.1542], [1.1064, 3.9909, -3.2157], [2.1508, 2.8009, -1.3027], [0.9923, 2.3943, -0.6421], [1.0076, 1.1812, 0.0087], [-0.4508, 0.6952, 1.1491], [-1.6714, -0.4396, 0.1905], [-2.6915, 0.1349, -0.5249], [-3.6704, -0.7022, -1.0716], [-3.5602, -2.0594, -0.8150], [-2.5382, -2.6734, -0.0673], [-1.5827, -1.8100, 0.4277], [-0.5023, -2.2343, 1.2182], [-2.6018, -4.1985, 0.0959], [-1.4046, -4.8155, 0.8233], [-3.8736, -4.5476, 0.8812], [-2.6651, -4.8361, -1.3030], [-4.8060, -0.0927, -1.8943], [-4.2022, 0.6644, -3.0851], [-5.5917, 0.8865, -1.0101], [-5.7640, -1.1593, -2.4222], [2.1270, 0.3645, 0.0640], [1.9923, -0.8378, 0.7768], [3.3165, 0.7543, -0.5232], [3.2704, 1.9782, -1.2070], [4.5892, -0.0931, -0.4544], [5.7652, 0.5965, -1.1536], [4.9774, -0.3203, 1.0158], [4.3460, -1.4382, -1.1534], [3.4549, 5.3684, -3.2332], [3.8156, 3.6579, -3.4190], [4.2869, 4.5166, -1.9394], [1.7709, 6.2101, -1.7024], [2.4484, 5.3518, -0.3180], [0.7428, 5.1492, -0.7518], [1.0704, 4.9173, -3.7904], [0.1027, 3.8059, -2.8269], [1.3616, 3.1781, -3.8984], [0.1019, 3.0107, -0.6471], [-2.7365, 1.2078, -0.6645], [-4.3225, -2.7093, -1.2178], [-1.3497, -4.5036, 1.8675], [-0.4586, -4.5878, 0.3323], [-1.5288, -5.8988, 0.8135], [-3.8507, -4.1099, 1.8820], [-3.9547, -5.6303, 0.9885], [-4.7765, -4.1965, 0.3806], [-1.7880, -4.5710, -1.8965], [-3.5533, -4.5419, -1.8617], [-2.6902, -5.9218, -1.2025], [-3.5457, 1.4766, -2.7645], [-5.0003, 1.1067, -3.6828], [-3.6276, -0.0048, -3.7287], [-4.9718, 1.7222, -0.6772], [-5.9951, 0.3844, -0.1285], [-6.4276, 1.3040, -1.5729], [-5.2599, -1.8737, -3.0767], [-6.5468, -0.6770, -3.0076], [-6.2532, -1.7080, -1.6144], [4.1748, 2.3078, -1.6935], [6.0112, 1.5604, -0.7024], [5.5795, 0.7483, -2.2183], [6.6462, -0.0393, -1.0681], [4.9535, 0.6153, 1.5816], [5.9954, -0.7073, 1.0736], [4.3288, -1.0510, 1.5008], [4.1303, -1.2900, -2.2130], [3.5175, -1.9920, -0.7105], [5.2422, -2.0568, -1.0796], [0.2218, -1.8962, 4.2624], [0.6248, -0.5678, 4.6930], [0.0191, 0.1702, 5.6826], [0.4416, 1.4811, 5.8823], [1.4458, 2.0540, 5.0996], [2.0549, 1.3144, 4.1021], [1.6154, 0.0100, 3.8881], [-0.7246, -2.1318, 4.5550], [0.8422, -2.6131, 4.6467], [-0.7621, -0.2619, 6.2961], [-0.0150, 2.0629, 6.6723], [1.7617, 3.0718, 5.2843], [2.8577, 1.7261, 3.5046], [2.2740, -0.6711, 3.3216]], "mulliken_charge": [0.715, -2.087, 1.963, -1.634, -1.603, -0.958, -0.622, -0.006, 0.097, 0.016, -0.292, -0.698, 0.133, -0.421, 0.904, -0.786, 1.897, -1.877, -1.577, -1.618, 1.815, -1.592, -1.627, -2.027, 1.541, -0.756, -1.167, 0.212, 2.145, -2.148, -1.429, -1.578, 0.431, 0.406, 0.433, 0.469, 0.373, 0.304, 0.459, 0.347, 0.369, 0.545, 0.458, 0.516, 0.242, 0.347, 0.551, 0.358, 0.450, 0.321, 0.397, 0.339, 0.468, 0.330, 0.453, 0.372, 0.324, 0.378, 0.451, 0.419, 0.440, 0.411, 0.724, 0.463, 0.445, 0.441, 0.238, 0.509, 0.190, 0.391, 0.233, 0.435, -0.409, 0.668, -0.856, -0.558, -0.677, -0.184, 0.128, 0.323, 0.350, 0.457, 0.438, 0.459, 0.486, 0.213], "e_above_lowest_kcal_mol": 7.1, "total_charge": 2, "spin_multiplicity": 3, "e_homo_ev": [-13.98, -14.02], "s_squared": 2.0178}